121
Properties=species:S:1:pos:R:3 method="wB97M-V/def2-TZVPD" charge=+1 largest_force_ev_per_a=2.5 energy_ha=-2506.1767 orbital_gap_ha=0.255 lumo_ha=-0.128 homo_ev=-10.405
C -3.14 3.12 -0.24
C -3.03 1.75 -0.43
C -1.94 0.98 0.39
C -0.71 0.45 -0.47
C -0.08 -0.61 0.50
N 0.85 -0.02 1.21
C 1.05 1.41 0.86
C 2.61 1.71 1.07
O 2.97 3.04 0.72
O 3.13 3.15 -0.66
C 0.57 1.35 -0.64
H -2.31 3.86 -0.36
H -4.13 3.51 0.10
H -3.71 1.16 -1.09
H -2.45 0.07 0.81
H -1.64 1.58 1.29
H -1.09 0.08 -1.44
H -0.44 -1.67 0.55
H 1.33 -0.59 1.90
H 0.38 2.16 1.35
H 3.14 0.93 0.47
H 2.80 1.55 2.16
H 2.47 3.81 -0.94
H 1.37 0.70 -1.10
H 0.51 2.30 -1.22
C 6.16 1.04 -0.30
C 6.24 0.55 1.12
O 5.32 -0.09 1.64
N 7.36 0.82 1.83
C 8.54 1.55 1.41
H 5.21 0.74 -0.73
H 6.23 2.13 -0.33
H 6.96 0.60 -0.89
H 7.33 0.46 2.77
H 9.40 0.89 1.51
H 8.67 2.41 2.08
H 8.47 1.90 0.38
C -1.86 -2.92 -2.99
C -2.94 -2.14 -2.29
O -2.76 -1.63 -1.18
N -4.14 -2.02 -2.90
C -4.55 -2.55 -4.19
H -0.96 -2.92 -2.38
H -2.18 -3.95 -3.16
H -1.62 -2.44 -3.95
H -4.81 -1.49 -2.36
H -4.85 -1.72 -4.82
H -5.40 -3.21 -4.03
H -3.75 -3.10 -4.68
C -1.65 6.32 3.13
C -2.94 5.82 2.53
O -3.11 5.76 1.32
N -3.92 5.42 3.38
C -3.91 5.41 4.83
H -0.97 6.60 2.33
H -1.83 7.20 3.75
H -1.18 5.53 3.72
H -4.75 5.10 2.91
H -4.08 4.38 5.17
H -4.72 6.04 5.19
H -2.97 5.77 5.24
C -4.24 -4.27 3.13
C -4.04 -3.50 1.85
O -4.97 -2.98 1.25
N -2.77 -3.38 1.37
C -1.54 -3.92 1.93
H -5.30 -4.27 3.38
H -3.92 -5.30 3.01
H -3.70 -3.80 3.95
H -2.72 -2.85 0.51
H -0.86 -3.09 2.13
H -1.08 -4.58 1.20
H -1.72 -4.47 2.85
C -3.35 -8.67 -1.57
C -3.05 -7.60 -0.56
O -2.09 -7.66 0.20
N -3.88 -6.53 -0.50
C -5.06 -6.26 -1.29
H -2.59 -9.45 -1.49
H -4.32 -9.12 -1.37
H -3.32 -8.26 -2.58
H -3.61 -5.85 0.20
H -4.92 -5.31 -1.82
H -5.92 -6.16 -0.62
H -5.26 -7.05 -2.01
C 9.47 3.36 -3.64
C 9.55 2.87 -2.22
O 8.64 2.24 -1.69
N 10.68 3.15 -1.51
C 11.85 3.88 -1.95
H 8.51 3.06 -4.06
H 9.53 4.45 -3.67
H 10.27 2.92 -4.24
H 10.66 2.79 -0.57
H 12.72 3.22 -1.86
H 11.99 4.74 -1.29
H 11.77 4.22 -2.97
C -3.97 1.30 8.76
C -3.64 2.19 7.59
O -4.21 3.26 7.41
N -2.69 1.77 6.71
C -1.91 0.55 6.75
H -4.74 1.77 9.36
H -4.34 0.34 8.41
H -3.08 1.16 9.38
H -2.53 2.41 5.95
H -0.85 0.81 6.79
H -2.10 -0.01 5.83
H -2.17 -0.07 7.60
C -2.16 -0.91 -8.98
C -2.06 -1.37 -7.54
O -2.96 -1.99 -7.00
N -0.92 -1.07 -6.86
C 0.25 -0.35 -7.33
H -3.12 -1.22 -9.38
H -2.10 0.18 -9.03
H -1.36 -1.37 -9.57
H -0.93 -1.40 -5.91
H 1.12 -1.00 -7.23
H 0.39 0.53 -6.69
H 0.15 -0.04 -8.36



122
Properties=species:S:1:pos:R:3 method="wB97M-V/def2-TZVPD" charge=+3 largest_force_ev_per_a=1.5 energy_ha=-4330.8795 orbital_gap_ha=0.240 lumo_ha=-0.276 relative_energy_ev=0.0000 homo_ev=-14.039
Zr 1.46 0.13 0.51
O 2.59 -1.27 4.19
C 1.96 -0.35 3.52
O 1.21 -0.67 2.57
C 2.18 1.02 4.16
O 1.97 2.16 3.38
C 3.06 2.68 2.63
C 3.08 1.79 1.41
O 2.58 2.06 0.28
O 3.32 0.56 1.65
H 2.39 -2.16 3.86
H 3.17 1.00 4.62
H 1.43 1.06 4.96
H 4.01 2.62 3.17
H 2.82 3.71 2.39
N 0.06 1.50 1.10
S -1.14 2.12 1.70
N -2.47 1.21 1.82
S -3.13 0.56 0.57
N -2.35 0.71 -0.77
S -1.27 -0.36 -1.33
N -0.13 -0.78 -0.46
C -0.74 0.56 -2.76
C 0.03 1.68 -2.47
C 0.52 2.45 -3.51
C 0.22 2.11 -4.83
C -0.56 0.99 -5.10
C -1.05 0.21 -4.06
C -2.22 -1.75 -1.88
C -1.78 -3.02 -1.57
C -2.52 -4.11 -2.01
C -3.67 -3.92 -2.75
C -4.11 -2.63 -3.05
C -3.39 -1.54 -2.61
C -4.69 1.34 0.30
C -5.01 1.86 -0.94
C -6.23 2.50 -1.10
C -7.10 2.60 -0.02
C -6.76 2.07 1.22
C -5.55 1.44 1.40
C -3.47 -1.12 1.03
C -4.59 -1.75 0.52
C -4.78 -3.09 0.82
C -3.86 -3.76 1.61
C -2.74 -3.11 2.11
C -2.53 -1.77 1.82
C -1.57 3.61 0.84
C -0.60 4.22 0.05
C -0.92 5.40 -0.60
C -2.18 5.96 -0.45
C -3.13 5.35 0.36
C -2.83 4.16 1.01
C -1.02 2.60 3.41
C -1.29 1.67 4.40
C -1.13 2.04 5.72
C -0.70 3.32 6.05
C -0.43 4.24 5.04
C -0.59 3.89 3.71
H 0.22 1.97 -1.44
H 1.12 3.33 -3.30
H 0.60 2.71 -5.64
H -0.79 0.73 -6.12
H -1.65 -0.66 -4.28
H -0.87 -3.15 -0.99
H -2.19 -5.12 -1.77
H -4.24 -4.77 -3.10
H -5.01 -2.49 -3.63
H -3.72 -0.53 -2.83
H -4.31 1.78 -1.76
H -6.50 2.91 -2.06
H -8.06 3.09 -0.15
H -7.45 2.16 2.05
H -5.27 1.03 2.36
H -5.31 -1.22 -0.08
H -5.66 -3.60 0.45
H -4.03 -4.81 1.86
H -2.04 -3.64 2.74
H -1.67 -1.24 2.20
H 0.38 3.77 -0.04
H -0.17 5.90 -1.21
H -2.42 6.89 -0.95
H -4.11 5.80 0.48
H -3.56 3.69 1.66
H -1.65 0.68 4.14
H -1.36 1.33 6.51
H -0.59 3.61 7.08
H -0.12 5.24 5.30
H -0.39 4.61 2.93
C 3.26 -3.86 2.42
Sb 3.65 -2.44 0.84
C 5.43 -1.60 1.69
C 4.65 -3.81 -0.52
C 5.49 -3.11 -1.53
C 6.77 -2.69 -1.18
C 7.57 -1.99 -2.06
C 7.10 -1.69 -3.33
C 5.84 -2.13 -3.71
C 5.02 -2.85 -2.83
C 3.70 -3.36 -3.32
Sb 1.91 -2.62 -2.34
C 2.73 -0.59 -2.19
C 0.85 -2.42 -4.20
H 3.82 -3.60 3.31
H 3.62 -4.84 2.09
H 2.20 -3.98 2.64
H 6.12 -2.40 1.92
H 5.18 -1.06 2.60
H 5.90 -0.92 0.98
H 3.91 -4.49 -0.95
H 5.27 -4.39 0.16
H 7.16 -2.95 -0.20
H 8.57 -1.69 -1.77
H 7.71 -1.15 -4.03
H 5.49 -1.94 -4.71
H 3.64 -4.44 -3.22
H 3.59 -3.13 -4.38
H 2.51 -0.05 -3.12
H 3.82 -0.69 -2.10
H 2.46 0.16 -1.41
H 1.21 -1.57 -4.78
H -0.22 -2.36 -4.06
H 1.07 -3.33 -4.76



17
Properties=species:S:1:pos:R:3 method="wB97M-V/def2-TZVPD" largest_force_ev_per_a=1.9 energy_ha=-305.8308 orbital_gap_ha="0.290 / 0.289" lumo_ha="0.000 / -0.006" relative_energy_ev=5.2532 homo_ev="-7.889 / -8.026"
C 1.46 -1.34 0.47
C 0.73 1.49 0.59
C -1.70 -0.73 0.34
C 0.57 0.50 -0.55
C -0.61 0.55 -1.28
N 1.24 -0.61 -0.72
N -1.41 0.75 -2.17
H -1.15 1.26 -3.02
H 2.01 -2.26 0.28
H 1.92 -0.79 1.31
H 0.38 -1.54 0.80
H 1.77 1.81 0.65
H 0.10 2.37 0.43
H 0.44 1.05 1.54
H -2.36 0.12 0.42
H -1.52 -1.14 1.33
H -1.88 -1.47 -0.43



10
Properties=species:S:1:pos:R:3 method="wB97M-V/def2-TZVPD" smiles="S=C[C@@H]1OC=NO1" largest_force_ev_per_a=4.9 energy_ha=-719.4082 orbital_gap_ha=0.303 lumo_ha=-0.035 relative_energy_ev=4.6826 homo_ev=-9.217
C 1.18 -0.96 -0.38
C 0.16 -0.31 0.51
C -1.29 1.05 -0.30
H 1.11 -0.70 -1.51
H 0.01 -0.85 1.50
H -2.16 1.27 -0.73
N -0.58 1.92 0.38
O -1.07 -0.27 -0.18
O 0.44 1.03 0.75
S 2.20 -2.19 -0.05



22
Properties=species:S:1:pos:R:3 method="wB97M-V/def2-TZVPD" smiles=C[C@H](CN)NCO.O largest_force_ev_per_a=1.0 energy_ha=-420.7717 orbital_gap_ha=0.342 lumo_ha=0.021 relative_energy_ev=0.9095 homo_ev=-8.728
C 0.17 0.85 -1.42
N 0.22 -0.25 -2.38
C 0.40 0.49 0.04
C 1.86 0.70 0.43
N -0.45 1.33 0.88
C -1.78 0.85 1.07
O -1.89 -0.42 1.69
H -0.75 1.43 -1.58
H 0.91 1.60 -1.69
H -0.72 -0.52 -2.64
H 0.62 -1.12 -2.01
H 0.16 -0.57 0.16
H 2.49 -0.11 0.02
H 2.28 1.59 -0.02
H 1.93 0.70 1.51
H -0.04 1.53 1.78
H -2.28 0.73 0.10
H -2.32 1.62 1.62
H -1.55 -0.39 2.60
H 0.93 -3.72 0.06
H -0.46 -3.12 0.20
O 0.28 -3.20 -0.42



19
Properties=species:S:1:pos:R:3 method="wB97M-V/def2-TZVPD" smiles="Cl[C@@H]1N=CC=CC12OCCO2" largest_force_ev_per_a=5.5 energy_ha=-936.8516 orbital_gap_ha=0.348 lumo_ha=0.009 relative_energy_ev=0.7181 homo_ev=-9.219
C -0.23 0.26 2.47
C 0.64 0.01 1.49
C -1.67 0.41 2.25
C 1.06 0.87 -1.88
C 1.21 -0.63 -2.01
C -1.37 -0.53 0.11
C 0.20 -0.10 0.04
N -2.17 0.08 1.13
O 0.42 1.10 -0.64
O 0.90 -1.14 -0.69
Cl -2.20 -0.32 -1.39
H 0.26 0.29 3.49
H 1.70 -0.14 1.48
H -2.34 0.80 2.93
H 2.16 1.44 -1.78
H 0.38 1.46 -2.65
H 0.38 -1.20 -2.69
H 2.09 -1.07 -2.31
H -1.43 -1.59 0.63